Below is a 2-piece molecular cluster, C17H31F2O5 overall, with properties calculated with the ωB97M-V functional and the def2-TZVPD basis.

- E_LUMO: 0.087 hartree
- Charge: -1
- Orbital gap: 4.11 eV
- Molecular weight: 353.4 g mol⁻¹
- Spin multiplicity: 1

```
55
C17H31F2O5 (the ωB97M-V functional and the def2-TZVPD basis)
C -0.911 1.430 3.166
C -1.287 1.475 1.697
O -1.668 0.185 1.200
C -0.773 -0.602 0.580
O -1.158 -1.680 0.187
C 0.631 -0.107 0.369
C 0.787 0.674 -0.952
C 2.184 1.338 -1.097
C 2.491 2.699 -0.472
C 2.540 2.655 1.053
C 3.272 3.864 1.677
C 4.432 3.496 2.579
F 3.972 3.153 3.876
C 1.488 3.757 -0.876
C 1.358 4.083 -2.357
C 0.535 5.343 -2.611
F 2.617 4.296 -2.951
H -0.012 0.839 3.351
H -0.698 2.453 3.495
H -1.746 1.049 3.758
H -2.175 2.102 1.573
H -0.493 1.917 1.097
H 1.243 -1.012 0.307
H 0.989 0.475 1.218
H 0.656 -0.061 -1.758
H -0.026 1.400 -1.082
H 2.373 1.406 -2.180
H 2.919 0.613 -0.711
H 1.526 2.600 1.525
H 3.067 1.733 1.345
H 3.649 4.503 0.872
H 2.584 4.455 2.300
H 5.132 4.327 2.713
H 4.966 2.616 2.206
H 1.748 4.703 -0.373
H 0.445 3.524 -0.529
H 0.911 3.241 -2.902
H -0.243 5.441 -1.846
H 0.043 5.343 -3.589
H 1.188 6.216 -2.540
C -3.190 -4.018 -0.811
C -2.204 -5.025 -0.276
O -2.844 -6.264 0.114
C -3.128 -7.101 -0.869
O -2.886 -6.959 -2.039
O -3.777 -8.153 -0.347
C -4.185 -9.123 -1.309
H -3.989 -3.849 -0.087
H -2.677 -3.075 -0.980
H -3.637 -4.359 -1.746
H -1.742 -4.657 0.637
H -1.417 -5.243 -0.997
H -3.342 -9.448 -1.915
H -4.961 -8.715 -1.957
H -4.581 -9.958 -0.738
```

Below is C5H4F3NO2 in the gas phase at a distorted geometry, with properties calculated with the ωB97M-V functional and the def2-TZVPD basis.

- SMILES: C#C[C@](O)(C(N)=O)C(F)(F)F
- E_LUMO: 0.021 hartree
- Orbital gap: 11.29 eV
- Molecular weight: 167.1 g mol⁻¹
- Spin multiplicity: 1

```
15
C5H4F3NO2 (the ωB97M-V functional and the def2-TZVPD basis)
C 0.764 2.697 -0.254
C 0.441 1.552 -0.144
C -0.181 0.153 0.519
O -0.424 0.174 1.872
C 0.755 -1.091 0.311
N 1.095 -1.451 -0.930
O 1.147 -1.633 1.335
C -1.489 -0.016 -0.223
F -1.522 0.821 -1.265
F -1.638 -1.260 -0.655
F -2.614 0.230 0.491
H 1.032 3.698 -0.474
H 0.328 -0.388 2.274
H 0.777 -0.982 -1.740
H 1.528 -2.503 -1.118
```

Below is C25H19AgN5O2P as an isolated structure, with properties calculated with the ωB97M-V functional and the def2-TZVPD basis.

- E_LUMO: -0.012 hartree
- Orbital gap: 7.64 eV
- Molecular weight: 560.3 g mol⁻¹
- Spin multiplicity: 1

```
53
C25H19AgN5O2P (the ωB97M-V functional and the def2-TZVPD basis)
Ag 0.416 0.285 -0.443
O 2.572 0.613 0.691
C 2.467 -0.638 0.813
O 2.021 -1.426 -0.063
C 2.606 -1.181 2.217
C 3.675 -1.925 2.693
C 3.663 -2.397 3.999
C 2.579 -2.142 4.828
C 1.502 -1.408 4.352
C 1.504 -0.913 3.051
P 0.140 0.113 2.354
C 0.299 1.675 3.296
C 0.934 2.735 2.652
C 1.103 3.954 3.298
C 0.638 4.123 4.594
C 0.007 3.069 5.246
C -0.161 1.853 4.600
C -1.394 -0.621 3.025
C -2.509 0.187 3.270
C -3.738 -0.374 3.595
C -3.878 -1.755 3.666
C -2.777 -2.568 3.419
C -1.546 -2.006 3.104
H 4.512 -2.140 2.040
H 4.502 -2.975 4.371
H 2.573 -2.516 5.845
H 0.655 -1.217 5.004
H 1.330 2.582 1.653
H 1.601 4.771 2.788
H 0.767 5.073 5.098
H -0.353 3.195 6.260
H -0.663 1.041 5.114
H -2.413 1.267 3.213
H -4.587 0.271 3.800
H -4.832 -2.195 3.931
H -2.875 -3.646 3.482
H -0.694 -2.650 2.915
N -4.166 0.423 0.172
C -3.188 -0.461 -0.064
N -2.080 0.181 -0.345
C -2.450 1.490 -0.249
N -3.710 1.685 0.068
C -1.490 2.601 -0.451
C -1.756 3.880 0.023
N -0.887 4.876 -0.113
C 0.255 4.585 -0.725
C 0.530 3.312 -1.199
N -0.344 2.319 -1.065
H -5.119 0.254 0.442
H -3.316 -1.533 -0.001
H -2.690 4.086 0.533
H 0.980 5.383 -0.835
H 1.467 3.077 -1.687
```